[1]
{"formula": "C11H7N2O6V", "method": "ωB97M-V/def2-TZVPD", "symbols": ["O", "C", "V", "O", "C", "C", "O", "C", "O", "C", "O", "H", "N", "C", "O", "C", "C", "C", "C", "N", "C", "H", "H", "H", "H", "H", "H"], "positions_angstrom": [[5.3315, -0.8318, 2.0040], [4.8285, 0.1701, 2.2782], [1.0055, 2.0274, -0.3663], [0.4776, 1.6740, 2.6649], [0.6500, 1.9149, 1.5258], [-0.6972, 2.6795, -1.1391], [-1.7147, 3.1705, -1.4312], [1.2871, 2.1735, -3.2344], [1.6448, 1.8541, -4.2710], [2.1459, 3.5198, -0.4705], [2.5453, 4.5272, -0.0033], [2.1816, 1.5653, 0.6491], [-3.5501, -2.6900, 1.0249], [-3.0264, -1.4478, 0.7181], [-3.7505, -0.4644, 0.8504], [-1.5981, -1.3574, 0.1963], [-0.8446, -2.5045, -0.1498], [0.4622, -2.2596, -0.5891], [0.9217, -0.9443, -0.7304], [0.1417, 0.1135, -0.5000], [-1.0615, -0.0658, 0.0413], [-4.4702, -2.7707, 1.4504], [-2.9561, -3.4843, 1.1483], [-1.2881, -3.5327, -0.0810], [1.0810, -3.1127, -0.8388], [1.9128, -0.7100, -1.0661], [-1.6597, 0.7864, 0.3193]], "total_charge": 1, "relative_energy_kcal_mol": 25.2, "orbital_gap_ev": [8.596, 7.991], "multiplicity": 4, "e_lumo_ev": [-4.63, -5.28]}

[2]
{"formula": "C4H13N3", "method": "ωB97M-V/def2-TZVPD", "symbols": ["C", "C", "C", "C", "N", "N", "N", "H", "H", "H", "H", "H", "H", "H", "H", "H", "H", "H", "H", "H"], "positions_angstrom": [[1.0003, -0.3434, -1.2847], [0.3101, 1.7997, -0.9431], [-1.3806, 1.1162, 1.1172], [-0.3011, -1.0473, 1.4963], [1.0120, -1.7927, -1.1470], [0.2676, 0.4175, -0.4938], [-0.4122, 0.1561, 0.6112], [1.6692, 0.2483, -1.8414], [1.2470, 2.3631, -0.6613], [-0.5679, 2.5401, -0.7535], [0.4194, 1.6101, -2.0693], [-0.8707, 1.9518, 1.5961], [-2.1245, 1.3841, 0.3637], [-1.9837, 0.6025, 1.9546], [0.7791, -1.3336, 1.6543], [-0.7489, -1.0067, 2.4695], [-0.7541, -2.0036, 1.1307], [1.7368, -2.0180, -0.5114], [1.2621, -2.0237, -2.1639], [0.1787, -2.2363, -0.7964]], "total_charge": 2, "relative_energy_kcal_mol": 136.5, "orbital_gap_ev": 9.010, "smiles": "CN(C)/[N+](C)=C\\[NH3+]", "e_lumo_ev": -9.41}

[3]
{"formula": "C2H3N3O", "method": "ωB97M-V/def2-TZVPD", "symbols": ["O", "C", "N", "C", "N", "N", "H", "H", "H"], "positions_angstrom": [[1.1477, -0.0079, 1.7212], [0.3154, -0.0806, 0.7229], [0.7829, 0.5040, -0.3753], [-0.2025, 0.3272, -1.2957], [-1.2431, -0.3277, -0.8341], [-0.8930, -0.5861, 0.4774], [1.7545, 0.5745, 0.8136], [-0.1457, 0.6858, -2.3198], [-1.5163, -1.0892, 1.0898]], "total_charge": 0, "relative_energy_kcal_mol": 43.2, "orbital_gap_ev": 10.281, "e_lumo_ev": 0.79}

[4]
{"formula": "C25H34IO2STi", "method": "ωB97M-V/def2-TZVPD", "symbols": ["Ti", "C", "C", "C", "C", "C", "C", "C", "C", "C", "C", "C", "C", "H", "H", "H", "H", "H", "H", "H", "H", "H", "H", "H", "H", "H", "H", "H", "H", "H", "H", "O", "C", "O", "C", "C", "C", "C", "C", "C", "S", "H", "H", "H", "H", "C", "C", "C", "C", "C", "H", "H", "H", "H", "H", "H", "H", "H", "H", "H", "I", "C", "H", "H"], "positions_angstrom": [[0.3728, -0.8483, 0.5758], [0.3033, -0.4264, -4.2739], [0.3229, -1.3706, -3.0939], [1.5423, -1.7728, -2.5434], [2.8159, -1.3188, -3.2158], [1.6022, -2.5706, -1.3958], [2.9407, -3.1451, -0.9853], [0.3943, -2.8653, -0.6698], [0.3194, -4.0434, 0.2929], [-0.8471, -2.5657, -1.3441], [-2.1271, -3.0599, -0.7213], [-0.8741, -1.8484, -2.5282], [-2.1965, -1.5662, -3.2065], [1.1264, 0.2868, -4.2116], [-0.6137, 0.1606, -4.2962], [0.3926, -0.9394, -5.2426], [3.0411, -0.2794, -2.9474], [2.7337, -1.3603, -4.3045], [3.6735, -1.9192, -2.9215], [3.3720, -3.7284, -1.8085], [2.8647, -3.7881, -0.1178], [3.6548, -2.3663, -0.7114], [1.2771, -4.2823, 0.7356], [-0.0634, -4.9284, -0.2385], [-0.3437, -3.8451, 1.1324], [-2.1088, -2.9317, 0.3617], [-2.2776, -4.1274, -0.9152], [-2.9918, -2.5138, -1.0913], [-2.0560, -1.2519, -4.2409], [-2.7536, -0.7902, -2.6706], [-2.8167, -2.4648, -3.2259], [-3.4262, 0.1176, -0.5946], [-2.6641, -0.0950, 0.3480], [-1.4102, -0.3317, 0.2046], [-3.1932, -0.1169, 1.7543], [-4.5385, 0.2371, 1.9063], [-5.1665, 0.2226, 3.1362], [-4.4232, -0.1728, 4.2527], [-3.0999, -0.5285, 4.1187], [-2.4239, -0.5110, 2.8714], [-0.7396, -0.9946, 2.9001], [-5.0716, 0.5219, 1.0078], [-6.2068, 0.5065, 3.2307], [-4.8873, -0.2026, 5.2334], [-2.5266, -0.8362, 4.9853], [1.2727, 3.3442, -1.0087], [0.2821, 2.2234, -0.6467], [-0.7042, 2.0785, -1.8098], [-0.4642, 2.6614, 0.6209], [1.0596, 0.9197, -0.4580], [0.7599, 4.3113, -1.1334], [1.7897, 3.1073, -1.9463], [2.0271, 3.4457, -0.2229], [-1.2495, 3.0171, -1.9852], [-1.4322, 1.2851, -1.6250], [-0.1536, 1.8320, -2.7256], [-1.1996, 3.4362, 0.3754], [0.2307, 3.0802, 1.3535], [-0.9878, 1.8377, 1.1070], [1.5668, 0.6688, -1.3952], [2.4626, -2.1579, 2.3523], [1.8226, 0.6607, 0.7577], [1.7341, 1.3346, 1.6077], [2.8371, 0.2894, 0.6562]], "total_charge": -2, "relative_energy_kcal_mol": 7.8, "orbital_gap_ev": [4.228, 4.943], "multiplicity": 2, "e_lumo_ev": [4.75, 4.75]}

[5]
{"formula": "H9NO3", "method": "ωB97M-V/def2-TZVPD", "symbols": ["N", "H", "H", "H", "H", "H", "O", "H", "H", "O", "H", "H", "O"], "positions_angstrom": [[-0.2798, -0.4905, -5.2587], [0.6054, -0.0657, -5.4887], [-0.3153, -1.4211, -5.6412], [-1.1579, -0.0172, -5.3299], [3.0281, -1.5759, 5.2068], [1.6669, -1.5613, 4.5623], [2.3237, -0.9692, 4.9557], [-1.7539, -0.8224, -3.3977], [-2.1885, -1.1595, -1.9631], [-2.5245, -0.9063, -2.8255], [0.9741, 2.8680, 5.1269], [-0.5059, 2.7982, 4.7769], [0.1275, 3.3229, 5.2763]], "total_charge": 0, "relative_energy_kcal_mol": 16.3, "orbital_gap_ev": 10.966, "smiles": "N.O.O.O", "e_lumo_ev": 0.76}

[6]
{"formula": "C2H8O16V3", "method": "ωB97M-V/def2-TZVPD", "symbols": ["O", "V", "O", "O", "V", "O", "O", "V", "O", "C", "O", "O", "O", "C", "O", "O", "O", "O", "H", "H", "O", "H", "H", "O", "H", "H", "O", "H", "H"], "positions_angstrom": [[2.4671, -0.4570, -4.6952], [1.0657, 0.0435, -4.0430], [0.1955, 0.5769, -5.2463], [2.2417, 0.4446, 2.9481], [2.1575, 1.3551, 1.5659], [3.6061, 1.8086, 0.9918], [-4.2419, 2.0091, 0.3571], [-2.8485, 2.5337, -0.2619], [-3.1917, 3.4220, -1.6054], [-0.0539, 4.2968, 1.4811], [0.2039, 3.6880, 0.4241], [-1.2422, 4.5020, 1.7353], [0.6908, 3.9864, 2.3906], [-0.4738, -0.3799, -0.4571], [-0.7918, -0.0875, 0.7068], [-1.0050, 0.0807, -1.4297], [0.7196, -0.4718, -0.7064], [-0.0560, -3.8191, 2.0139], [-0.0738, -2.8729, 1.8699], [0.7048, -4.1229, 1.5188], [3.0742, -3.3584, 0.3113], [2.4997, -2.6693, -0.0224], [3.9590, -3.0186, 0.1778], [-0.5577, -2.9336, -4.3039], [-1.0735, -3.3640, -4.9858], [-0.3822, -3.6238, -3.6643], [-2.3990, 1.1595, 4.4248], [-2.0414, 0.5944, 3.7399], [-3.1530, 0.6775, 4.7643]], "total_charge": -1, "relative_energy_kcal_mol": 381.3, "orbital_gap_ev": 2.868, "e_lumo_ev": -1.54}

The following calculated total energy values (in Eh) correspond, in order, to the records above: -1928.0218 -323.6755 -317.4634 -2668.9633 -285.8530 -4116.5395.
The following max |F| values (in Eh/bohr) correspond, in order, to the records above: 0.17635 0.08356 0.05952 0.03391 0.02863 0.19180.